{
  "formula": "C22H14Cl36F8INO3",
  "method": "the ωB97M-V functional and the def2-TZVPD basis",
  "elements": ["C", "C", "O", "O", "C", "C", "C", "C", "C", "C", "F", "F", "C", "F", "F", "C", "F", "F", "F", "C", "F", "C", "O", "N", "C", "I", "H", "H", "H", "H", "H", "H", "H", "H", "H", "H", "H", "H", "H", "H", "Cl", "C", "Cl", "Cl", "Cl", "Cl", "C", "Cl", "Cl", "Cl", "Cl", "C", "Cl", "Cl", "Cl", "Cl", "C", "Cl", "Cl", "Cl", "Cl", "C", "Cl", "Cl", "Cl", "Cl", "C", "Cl", "Cl", "Cl", "Cl", "C", "Cl", "Cl", "Cl", "Cl", "C", "Cl", "Cl", "Cl", "Cl", "C", "Cl", "Cl", "Cl"],
  "xyz": [[-3.64095, -3.05261, 0.27580], [-3.26065, -2.71692, -1.19678], [-2.96955, -3.60116, -1.91051], [-3.32275, -1.39691, -1.57784], [-2.01416, -0.85562, -1.82462], [-1.26138, -0.44852, -0.49057], [0.24814, -0.44374, -0.81527], [1.26636, -0.22655, 0.35704], [0.69007, -0.18231, 1.81757], [0.08017, 1.22720, 2.09934], [-0.09950, 1.99485, 0.98693], [1.06028, 1.93352, 2.79140], [-1.19022, 1.36600, 2.99130], [-1.15304, 2.65616, 3.45510], [-1.20513, 0.62304, 4.11870], [-2.60486, 1.24649, 2.34440], [-3.47285, 1.60693, 3.32846], [-2.84595, 2.12007, 1.36619], [-2.97960, 0.01538, 1.99670], [2.02746, -0.38394, 2.64836], [2.71660, -1.60432, 2.40618], [1.48217, -0.70082, 4.08950], [1.77161, -0.25699, 5.12822], [0.48046, -1.67336, 3.75920], [-0.01634, -1.47123, 2.37839], [0.17390, -3.32125, 1.21256], [-4.74834, -3.11601, 0.36370], [-3.13687, -3.98144, 0.59803], [-3.31944, -2.25136, 0.97262], [-2.04064, -0.00164, -2.53093], [-1.40915, -1.65371, -2.32185], [-1.60301, -1.18323, 0.26192], [-1.70145, 0.53009, -0.21155], [0.42448, 0.35464, -1.57283], [0.48177, -1.39224, -1.35207], [2.04175, -1.01459, 0.22634], [1.81857, 0.72001, 0.15031], [2.84177, 0.34343, 2.52536], [-0.24933, -1.70282, 4.46571], [-1.10780, -1.45982, 2.54401], [-2.95190, 5.91515, -4.02530], [-1.19809, 5.69958, -3.95383], [-0.77050, 4.82459, -2.47474], [-0.66213, 4.77162, -5.36865], [-0.40611, 7.28274, -3.95267], [-7.01501, -4.41968, -0.30618], [-6.43314, -5.91439, -1.06201], [-4.98851, -6.48288, -0.21058], [-7.69740, -7.15063, -0.96995], [-6.03450, -5.60022, -2.75594], [-5.32550, 8.80891, -7.55102], [-5.61728, 7.07481, -7.34401], [-6.41955, 6.79249, -5.78983], [-6.65038, 6.48892, -8.65677], [-4.07423, 6.20904, -7.37445], [3.40049, 6.88942, -2.39740], [3.13654, 5.15617, -2.17653], [2.33635, 4.86583, -0.61965], [2.11599, 4.56355, -3.49427], [4.69204, 4.30934, -2.19556], [3.63128, -7.41648, -1.96600], [2.89898, -5.87073, -1.51410], [3.78422, -5.16970, -0.14999], [2.96529, -4.76157, -2.89404], [1.21025, -6.13129, -1.04852], [3.26985, -6.26609, 5.56118], [2.55341, -4.70806, 6.00665], [3.46578, -4.00119, 7.34942], [2.60312, -3.61522, 4.61812], [0.86919, -4.95397, 6.50241], [4.62333, 8.44699, 1.27969], [2.87892, 8.61351, 1.53502], [2.11314, 9.14654, 0.03121], [2.20709, 7.05302, 2.03322], [2.57878, 9.81263, 2.80290], [3.89712, 6.16971, 5.08788], [4.24392, 4.42759, 5.13456], [5.76774, 4.11337, 4.28735], [4.40183, 3.94164, 6.82876], [2.95258, 3.45396, 4.40391], [3.33153, -8.17464, -4.95956], [3.91526, -9.64820, -5.74793], [5.37183, -10.22101, -4.91862], [2.66179, -10.89622, -5.66861], [4.29814, -9.30271, -7.44241]],
  "e_lumo_ev": -0.1,
  "gap_ha": 0.36253
}